{
  "formula": "C13H25N3O6",
  "method": "ωB97M-V with the def2-TZVPD basis set",
  "species": ["N", "C", "C", "C", "C", "C", "C", "O", "O", "C", "O", "O", "H", "H", "H", "H", "H", "H", "H", "H", "H", "H", "H", "H", "H", "C", "N", "C", "O", "C", "C", "N", "C", "C", "O", "H", "H", "H", "H", "H", "H", "H", "H", "H", "H", "H", "H"],
  "positions_angstrom": [[-1.4960, 4.3509, 0.3493], [-1.4752, 2.9062, -0.0009], [-1.0743, 2.7573, -1.4857], [0.2269, 3.4789, -1.8979], [0.4478, 3.4625, -3.4237], [0.7559, 2.0526, -3.9623], [1.0759, 2.0468, -5.4564], [0.5363, 1.2068, -6.1539], [1.9750, 2.9350, -5.9336], [-0.6244, 2.0243, 0.9591], [-0.1386, 2.5528, 1.9471], [-0.4918, 0.7008, 0.7009], [-1.8773, 4.4739, 1.2895], [-0.5506, 4.7332, 0.3171], [-2.4980, 2.5239, 0.0921], [-1.8930, 3.1654, -2.0867], [-0.9977, 1.6924, -1.7222], [0.1811, 4.5257, -1.5840], [1.0813, 3.0189, -1.3909], [1.2862, 4.1277, -3.6573], [-0.4381, 3.8639, -3.9280], [1.6173, 1.6415, -3.4295], [-0.0972, 1.3915, -3.7888], [2.0363, 2.7428, -6.8818], [0.0162, 0.3655, 1.4631], [2.5324, -4.2092, 3.9057], [1.5639, -4.1073, 2.8150], [0.9531, -2.9669, 2.4668], [1.1816, -1.9002, 3.0312], [-0.0417, -3.0323, 1.2893], [0.6703, -2.7466, -0.0396], [-1.1526, -2.0851, 1.4187], [-2.1209, -2.0793, 2.3327], [-2.1754, -3.1611, 3.3940], [-2.9795, -1.2124, 2.3111], [2.8861, -5.2362, 4.0076], [2.0667, -3.8947, 4.8420], [3.3826, -3.5532, 3.7068], [1.3440, -4.9443, 2.2988], [-0.4520, -4.0413, 1.2428], [1.4689, -3.4722, -0.1984], [-0.0395, -2.8165, -0.8655], [1.1002, -1.7431, -0.0219], [-1.1795, -1.3090, 0.7721], [-1.3363, -3.0380, 4.0759], [-2.1524, -4.1431, 2.9278], [-3.1042, -3.0491, 3.9521]],
  "forces_ev_per_a": [[-0.08, -1.18, 0.04], [0.26, 0.23, -0.40], [0.18, 0.06, 0.03], [-0.46, -0.16, -0.12], [0.34, -0.17, 0.39], [0.26, 1.09, -0.16], [-1.11, -1.67, 0.22], [0.73, 0.97, -0.12], [-0.43, -0.25, 0.44], [0.19, 1.94, 1.11], [-0.24, -1.20, -1.01], [0.04, 0.79, 0.00], [0.40, -0.02, -0.34], [-0.37, -0.19, 0.32], [0.08, 0.04, 0.04], [0.03, -0.03, 0.08], [-0.03, 0.03, 0.02], [-0.01, -0.11, -0.02], [0.06, 0.04, -0.03], [-0.13, -0.08, -0.05], [0.07, -0.02, 0.05], [0.06, 0.01, -0.01], [0.26, 0.01, -0.34], [0.05, 0.04, -0.02], [-0.02, -0.14, 0.02], [-0.14, 0.43, -0.14], [0.14, -1.00, -0.10], [-0.08, 1.51, 0.26], [-0.14, -0.51, -0.29], [-0.44, 0.10, -0.14], [0.02, -0.07, 0.33], [1.77, -0.67, -0.86], [-1.51, 0.22, 1.15], [0.13, 0.19, -0.28], [-0.06, 0.19, -0.06], [-0.16, 0.11, -0.15], [0.09, -0.02, -0.06], [-0.05, -0.06, 0.09], [-0.04, 0.08, 0.08], [-0.05, -0.19, 0.02], [0.00, 0.09, -0.05], [0.04, 0.00, 0.06], [0.02, -0.05, -0.03], [-0.07, -0.05, 0.05], [0.13, -0.17, 0.04], [0.14, -0.21, 0.09], [0.12, 0.06, -0.15]],
  "largest_force_ev_per_a": 2.25,
  "homo_lumo_gap_ev": 9.941,
  "mol_weight_g_mol": 319.36,
  "lumo_ha": 0.015,
  "energy_ev": -30643.861
}